Record 1
This record from OMol25 describes 2 unconnected molecules or ions with the total composition C12H10BCl3N2O at a distorted geometry. The level of theory is ωB97M-V with the def2-TZVPD basis set.

```
29
Properties=species:S:1:pos:R:3
Cl -3.03666 3.68143 -0.58794
B -2.97744 1.83746 -0.49458
Cl -3.20548 1.20077 1.27257
Cl -4.30914 1.06480 -1.57894
O -1.62417 1.40096 -0.93349
C -1.22709 0.18364 -1.03200
C -0.01488 -0.12775 -1.72918
C 0.31816 -1.47871 -1.99418
C 1.51808 -1.77994 -2.64364
C 2.36102 -0.75756 -3.09064
C 1.97789 0.58559 -2.92742
C 0.79053 0.91181 -2.28562
H -1.86885 -0.62265 -0.65185
H -0.35446 -2.27070 -1.67221
H 1.80176 -2.82592 -2.77599
H 3.31717 -1.00136 -3.56824
H 2.62744 1.37713 -3.28850
H 0.45973 1.94364 -2.18020
C 0.73261 0.39826 3.72514
C -0.57458 0.07833 4.08340
C -1.12852 -0.76589 3.05827
C -0.16449 -0.92597 2.05608
C 1.00214 -0.20446 2.45996
N 2.25009 -0.26296 1.86232
N 3.29805 -0.26934 1.39064
H 1.44591 1.00747 4.28379
H -1.07256 0.39443 5.00082
H -2.10696 -1.24879 3.09417
H -0.23530 -1.52372 1.14750
```

The value obtained for the largest force on an atom is 4.24 eV/Å. Its HOMO energy is -8.3966 eV. For the energy above the lowest of the compared OMol25 structures with the same formula, charge and spin, the calculation gives 3.1 kcal/mol. The frontier orbital gap comes out at 6.2 eV.

Record 2
This record from OMol25 describes a molecular structure, C12H10BF6N3Pd at a distorted geometry. The level of theory is ωB97M-V with the def2-TZVPD basis set.

```
33
Properties=species:S:1:pos:R:3
Pd 0.02368 1.02677 0.87857
C -4.06912 -2.25343 -0.09323
C -3.11002 -2.81673 -0.92473
C -1.85772 -2.25163 -1.04953
C -1.54652 -1.08143 -0.33503
C -2.52932 -0.51453 0.50597
C -3.76932 -1.10243 0.62387
N -0.33422 -0.45963 -0.40863
N 0.63588 -0.88553 -1.15293
C 1.81248 -0.26363 -1.11583
C 2.92328 -0.74903 -1.84733
C 4.12038 -0.08423 -1.77333
C 4.23378 1.07347 -0.99443
C 3.11648 1.50447 -0.30623
N 1.96568 0.86087 -0.35973
H -5.04502 -2.70413 -0.00063
H -3.35182 -3.71203 -1.47843
H -1.10542 -2.68853 -1.68663
H -2.31842 0.39487 1.07557
H -4.50822 -0.66313 1.27717
H 2.79998 -1.64563 -2.43093
H 4.98028 -0.45293 -2.31333
H 5.16268 1.61467 -0.92433
H 3.12658 2.40057 0.30517
F 0.71588 0.93867 4.64147
B 0.38718 0.93127 3.35207
F 1.12558 -0.01783 2.58147
F -0.96282 0.63857 3.09037
F 0.62258 2.18187 2.68837
F 0.09428 3.45137 -0.06103
C -0.68372 2.37387 -0.36513
F -1.94112 2.68057 0.06377
H -0.71402 2.27457 -1.46253
```

The value obtained for the largest force on an atom is 5.38 eV/Å. Its HOMO energy (alpha / beta) is -7.9438 / -7.9425 eV. For the energy above the lowest of the compared OMol25 structures with the same formula, charge and spin, the calculation gives 40.4 kcal/mol. The frontier orbital gap (alpha / beta) comes out at 5.7 / 5.7 eV.

Record 3
This record from OMol25 describes C12H10BNO in the gas phase at a distorted geometry. The level of theory is ωB97M-V with the def2-TZVPD basis set.

```
25
Properties=species:S:1:pos:R:3
B -0.26885 0.99151 -0.34654
C 0.29430 0.11999 -4.46481
C -0.34909 -0.82553 -3.53642
C 0.64020 1.40629 -3.96073
C 0.71529 -0.51598 4.12212
C 0.32712 -1.88663 3.93194
C -0.49098 -0.49283 -2.21484
C 0.34539 1.71247 -2.70209
C 0.49333 0.40759 3.14960
C -0.57247 -2.10557 3.00184
C -0.17130 0.77196 -1.75519
C -0.23915 0.04477 2.02859
C -1.03908 -1.10745 1.99252
N -0.14581 0.95789 0.96449
O -1.91471 -1.40913 1.14837
H 0.27701 -0.18195 -5.53751
H -0.66120 -1.84907 -3.81028
H 1.05919 2.12681 -4.55570
H 1.28336 -0.25676 5.01264
H 0.60366 -2.57047 4.70166
H -0.92851 -1.16786 -1.43956
H 0.35440 2.64169 -2.28241
H 0.97325 1.38756 3.37351
H -1.08613 -2.99512 2.83464
H 0.26496 1.91441 1.22293
```

The value obtained for the largest force on an atom is 4.94 eV/Å. Its HOMO energy (alpha / beta) is -4.8303 / -8.4552 eV. The multiplicity is 3. The expectation value of S² is 2.06. The frontier orbital gap (alpha / beta) comes out at 5.0 / 6.2 eV.

Record 4
This record from OMol25 describes 2 unconnected molecules or ions with the total composition C12H10BrCl at a distorted geometry. The level of theory is ωB97M-V with the def2-TZVPD basis set.

```
24
Properties=species:S:1:pos:R:3
C 3.01178 -0.06993 1.28249
C 2.19347 0.96391 1.69402
C 2.70002 -0.98299 0.25072
C -0.08890 2.08296 1.07773
C 1.02500 1.19164 1.00142
C 0.79335 0.20095 0.06582
C 1.45486 -0.85763 -0.35742
C -1.28022 0.03453 -1.02588
C -1.35461 2.05409 0.49305
C 0.67566 -1.63428 -1.46697
C -0.83606 -1.33023 -1.45980
C -1.86709 1.11069 -0.53310
Cl -3.55116 1.38155 -1.08559
Br -4.74681 -1.37681 0.68803
H 4.01483 -0.20812 1.70546
H 2.70044 1.59901 2.39492
H 3.48553 -1.57966 -0.16481
H 0.06425 2.95965 1.88788
H -5.59479 -1.00232 -0.42317
H -1.97347 2.87439 0.61629
H 1.15715 -1.31364 -2.40055
H 0.71385 -2.66065 -1.23186
H -1.31191 -1.95055 -0.62683
H -1.38518 -1.48653 -2.38187
```

The value obtained for the largest force on an atom is 7.10 eV/Å. Its HOMO energy (alpha / beta) is -5.6309 / -8.3453 eV. The multiplicity is 3. The expectation value of S² is 2.09. The frontier orbital gap (alpha / beta) comes out at 6.0 / 5.9 eV.

Record 5
This record from OMol25 describes a molecular structure, C12H10BrGdN3 at a distorted geometry. The level of theory is ωB97M-V with the def2-TZVPD basis set.

```
27
Properties=species:S:1:pos:R:3
C -1.16172 -0.81301 -2.20559
C -1.21202 -1.82547 -1.18203
C -1.94308 -1.27692 -0.05834
H -0.74679 -2.77061 -1.21747
C -2.35225 0.05787 -0.39238
C -1.84971 0.36862 -1.70539
H -1.95042 1.29213 -2.20224
H -0.68349 -0.90084 -3.13701
H -2.08622 -1.75058 0.87478
H -2.86883 0.72643 0.24181
Gd 0.00816 -0.04360 -0.28526
Br 0.83874 -1.92596 1.24090
C 2.00669 1.11621 0.02245
C 1.17091 1.90271 -0.85481
C 1.00203 1.15518 -2.08315
H 0.70748 2.82034 -0.61772
C 1.72370 -0.09980 -1.94739
C 2.36330 -0.10026 -0.66054
H 2.93931 -0.88772 -0.26023
H 2.25080 1.35478 1.02172
H 0.42837 1.45619 -2.91023
H 1.76383 -0.87723 -2.65615
N -0.15895 0.46174 1.95190
C -0.15544 0.73002 3.20002
N -0.06563 0.92996 4.43461
C -0.00899 -0.07310 5.29625
N 0.04019 -1.02709 6.09145
```

The value obtained for the largest force on an atom is 10.09 eV/Å. Its HOMO energy (alpha / beta) is -4.8819 / -5.0044 eV. For the energy above the lowest of the compared OMol25 structures with the same formula, charge and spin, the calculation gives 44.8 kcal/mol. Its charge is -1. The multiplicity is 8. The expectation value of S² is 16.02. The frontier orbital gap (alpha / beta) comes out at 7.4 / 5.8 eV.

Record 6
This record from OMol25 describes a molecular structure, C12H10ClN3Ti at a distorted geometry. The level of theory is ωB97M-V with the def2-TZVPD basis set.

```
27
Properties=species:S:1:pos:R:3
C 0.87369 -1.40799 1.20254
C 0.98607 -1.27174 -0.22678
C -0.34653 -1.44601 -0.76787
H 1.88805 -1.31912 -0.78543
C -1.28287 -1.76634 0.30618
C -0.48218 -1.70640 1.50328
H -0.69063 -2.16541 2.45554
H 1.70866 -1.68690 1.83373
H -0.55779 -1.68116 -1.83214
H -2.20389 -2.44568 0.31507
Ti 0.10168 0.62611 -0.05783
Cl 2.10231 1.86296 0.62622
C 0.13040 2.19067 -2.02797
C -1.10003 1.50754 -2.28247
C -0.77984 0.24020 -2.86419
H -2.08357 1.99755 -2.30642
C 0.64486 0.13319 -2.94288
C 1.20316 1.33145 -2.43001
H 2.26134 1.61690 -2.50964
H 0.22362 3.25182 -1.75489
H -1.48260 -0.37601 -3.45096
H 1.19867 -0.58839 -3.56300
N -0.21750 0.75605 1.91449
C -0.34080 0.63814 3.12361
N -0.82905 0.60608 4.28448
C -0.47452 0.55651 5.52792
N -0.45070 0.54596 6.70942
```

The value obtained for the largest force on an atom is 3.70 eV/Å. Its HOMO energy (alpha / beta) is -8.3440 / -8.3441 eV. For the energy above the lowest of the compared OMol25 structures with the same formula, charge and spin, the calculation gives 47.7 kcal/mol. The frontier orbital gap (alpha / beta) comes out at 6.2 / 6.2 eV.

Sequential E_tot output: -55878.280, -37541.093, -16815.222, -95163.026, -107951.852, -52710.206 eV